Model P:
Below is one molecule with the formula C5H3N, with properties calculated with ωB97M-V/def2-TZVPD.

Geometry as ORCA input:
```
! RIJCOSX wB97M-V def2-TZVPD def2/J DEFGRID3
* xyz 0 1
C -0.50 0.91 -0.12
C 0.67 1.50 -0.39
C 1.71 1.31 0.30
C -0.70 -0.54 -0.04
C 0.64 -1.12 -0.11
N 1.66 -1.66 -0.05
H -1.26 1.64 0.34
H -0.97 -0.90 0.90
H -1.26 -1.14 -0.81
*
```

Properties
LUMO level: -0.0494 hartree
HOMO: -10.31 eV
HOMO-LUMO gap: 8.96 eV



Model Q:
Below is C5H3N as an isolated structure, with properties calculated with ωB97M-V/def2-TZVPD.

Geometry as ORCA input:
```
! RIJCOSX wB97M-V def2-TZVPD def2/J DEFGRID3
* xyz 0 1
C 0.41 0.69 -0.46
C -1.17 1.29 0.06
C -1.73 0.05 0.28
C 0.82 -0.43 0.44
C -0.35 -0.51 -0.47
N -1.62 -1.03 -0.37
H 1.02 1.33 -0.93
H 1.72 -0.92 -0.07
H 0.90 -0.46 1.51
*
```

Properties
LUMO level (spin up / spin down): -0.0416 / -0.0413 hartree
HOMO (spin up / spin down): -8.44 / -8.42 eV
HOMO-LUMO gap (spin up / spin down): 7.31 / 7.29 eV



Most stable structure among those shown: model P.